(1)
The following is a quantum chemistry calculation of C7H9N as an isolated structure, from OMol25.

Its HOMO energy is -6.31 eV. The LUMO energy is 0.62 eV.

Last column: Mulliken charge in e.
Element x y z (Å)
C1 -0.43879 -1.39474 -1.24560  -0.700
C2 0.16044 -0.88965 -0.05735  0.251
C3 0.12790 0.76756 -1.77416  -0.810
C4 0.42765 1.20991 0.78994  -0.753
C5 0.01697 -1.22403 1.23337  -0.386
H1 1.53650 1.63206 1.25952  0.187
C6 0.08724 0.05953 2.15585  -0.390
H2 -0.94307 -2.37068 -1.55109  0.345
H3 -0.33603 2.18296 0.70584  0.262
N1 -0.62822 -0.32582 -1.96272  0.002
H4 0.97197 0.09786 2.87182  0.291
H5 -0.45125 -2.31717 1.43460  0.231
H6 1.63350 0.63612 -0.56937  0.307
C7 0.67237 0.56791 -0.38145  0.432
H7 -0.46076 1.61000 -2.69435  0.163
H8 -1.13880 0.08458 2.70432  0.220
H9 -1.23762 -0.32640 -2.91918  0.349



(2)
The following is a quantum chemistry calculation of the molecule C7H9N, from OMol25.

Its HOMO energy (spin up / spin down) is -8.34 / -8.34 eV. The LUMO energy (spin up / spin down) is -0.33 / -0.33 eV. Its structure (SMILES) is C=C(C)CC(=C)C#N.

Last column: Mulliken charge in e.
Element x y z (Å)
C1 1.23701 0.67570 0.18222  0.636
C2 -1.72605 -0.42042 0.93938  -1.497
C3 -0.79036 -0.42962 -0.24948  0.823
N1 -0.40252 2.49812 -0.71474  -0.577
C4 0.05302 1.46673 -0.37683  0.148
H1 0.78882 -1.13760 1.26708  0.320
H2 -2.58234 0.22230 0.71680  0.333
H3 -2.08854 -1.42769 1.15942  0.420
H4 -1.22931 -0.03192 1.83198  0.376
H5 2.61079 2.26064 0.10338  0.309
C5 2.46541 1.18990 0.21748  -0.908
H6 3.31457 0.58366 0.51605  0.307
C6 -1.15271 -0.95234 -1.45018  -0.794
C7 0.80057 -0.73608 0.25260  -0.808
H7 -0.63527 -0.71216 -2.37170  0.306
H8 -1.95960 -1.67178 -1.54517  0.282
H9 1.29651 -1.37742 -0.47828  0.323



(3)
The following is a quantum chemistry calculation of C7H9N as an isolated structure, from OMol25.

Its HOMO energy is -8.01 eV. The LUMO energy is 1.00 eV.

Last column: Mulliken charge in e.
Element x y z (Å)
H1 0.30836 1.11256 -2.82476  0.147
H2 1.20995 -0.82802 -1.38001  0.303
H3 -1.28223 2.69071 -1.75921  0.265
H4 -1.23688 0.40718 2.03251  0.320
C1 -1.41255 1.54613 0.15628  -0.050
C2 -0.92452 0.55076 0.98393  -0.660
H5 0.12352 -1.72410 1.79892  0.199
C3 -0.10023 0.91009 -1.68403  -0.191
C4 -0.98021 1.71698 -1.22274  -0.585
C5 1.58674 -2.27319 0.75606  -1.202
H6 2.52455 -1.52413 0.17668  0.207
H7 1.86502 -2.77512 1.41794  0.504
H8 -2.28559 2.35512 0.76973  0.105
C6 0.06934 -0.29814 0.44451  0.918
C7 0.53774 -0.11880 -0.90106  -0.482
H9 1.32638 -2.83720 0.02699  0.498
N1 0.68415 -1.29713 1.22050  -0.298



Most stable pick: (3). Distance to second place: 2.6 kcal/mol.



(1)
The following is a quantum chemistry calculation of a 2-piece molecular cluster, C6H11N3O overall, from OMol25.

Its HOMO energy is -8.19 eV. The LUMO energy is -0.63 eV. Its structure (SMILES) is C=C(C)C(N)=O.[H]/N=N\C=C.

Last column: Mulliken charge in e.
Element x y z (Å)
H1 0.86971 1.94562 -1.65389  0.285
C1 -0.68330 1.65484 0.38198  0.346
N1 -1.49201 1.51695 -0.71149  -0.376
H2 -1.57836 -0.93671 0.41955  0.260
H3 1.24229 -0.38722 1.84861  0.286
H4 -1.16475 1.03433 -1.53113  0.214
H5 -2.48154 1.64468 -0.57505  0.234
H6 -0.77538 -3.42686 -1.21114  0.311
C2 0.69243 0.96356 0.27498  1.041
H7 0.91346 1.26901 2.37287  0.320
O1 -1.09492 2.11816 1.43277  -0.649
C3 -0.96556 -1.58038 -0.19545  0.133
C4 1.37247 0.66797 1.58510  -1.158
N2 1.25322 -1.57347 -0.91846  -0.758
H8 -2.23427 -3.25817 -0.10056  0.250
H9 1.26422 -2.55127 -0.56468  0.244
C5 -1.34604 -2.81682 -0.52165  -0.808
N3 0.19044 -0.96737 -0.66505  0.311
H10 2.29255 2.06411 -0.54599  0.281
H11 2.45939 0.86125 1.54986  0.303
C6 1.26595 1.75779 -0.67115  -1.070



(2)
The following is a quantum chemistry calculation of the molecule C6H11N3O, from OMol25.

Its HOMO energy is -8.96 eV. The LUMO energy is 0.87 eV. Its structure (SMILES) is C=C=C(C)C(N)(N)C(N)=O.

Last column: Mulliken charge in e.
Element x y z (Å)
H1 -2.61795 0.72605 2.04298  0.257
H2 2.11148 -1.50951 -0.34342  0.274
H3 -1.05472 -0.14795 -2.50486  0.326
C1 0.78016 0.03675 -0.40557  1.401
H4 -1.06751 -1.81202 -1.90558  0.282
N1 1.63254 -0.94110 -1.03460  -0.631
O1 1.69330 -0.83180 1.70678  -0.670
H5 1.12774 -1.56201 -1.65418  0.254
H6 0.58026 2.04383 1.12439  0.265
C2 -2.05288 -0.16754 1.82510  -0.905
N2 1.02323 1.32938 1.67773  -0.285
H7 -2.11335 -0.96582 2.54834  0.268
H8 1.93918 1.55226 -1.10690  0.265
C3 1.18731 0.10921 1.13520  -0.098
C4 -1.33811 -0.28186 0.74686  -0.239
H9 -2.43106 -0.75425 -1.56947  0.431
H10 1.25269 1.47864 2.64613  0.239
H11 0.44873 1.45690 -1.87054  0.274
C5 -0.70315 -0.32489 -0.39064  0.484
N3 0.95113 1.34985 -0.99728  -0.627
C6 -1.34901 -0.78412 -1.67047  -1.565



Most stable pick: (2). Distance to second place: 76.5 kcal/mol.



(1)
The following is a quantum chemistry calculation of the molecule C6H10N4, from OMol25.

Its HOMO energy is -9.90 eV. The LUMO energy is -0.08 eV. Its structure (SMILES) is CCCC[C@H]1N=NC12N=N2.

Last column: Mulliken charge in e.
Element x y z (Å)
H1 1.67463 -0.23512 -0.17965  0.368
H2 -1.19849 -1.03018 0.77326  0.294
N1 2.41210 1.26619 2.12514  -0.363
N2 2.54097 2.35127 1.50489  -0.311
H3 -2.70161 -2.14543 -0.71608  0.338
H4 -0.28179 -2.47615 -1.01812  0.300
H5 -0.22643 -1.04127 -2.14776  0.320
C1 1.05854 0.88362 1.42362  -0.242
N3 0.62891 3.32574 0.18189  -0.326
N4 1.17672 2.60792 -0.62977  -0.261
H6 1.22624 -1.34548 1.19494  0.320
H7 -2.57325 -0.49765 -0.85445  0.333
H8 -0.74866 0.47030 -0.39038  0.352
H9 0.31214 0.91662 2.15025  0.615
C2 1.40484 2.26675 0.72218  0.783
C3 -0.45966 -0.50047 0.06547  -0.738
H10 -2.49268 -1.55714 -2.25748  0.416
C4 -2.13448 -1.42811 -1.31362  -1.286
C5 0.98356 -0.38883 0.56648  -0.606
C6 -0.60158 -1.44257 -1.20082  -0.307



(2)
The following is a quantum chemistry calculation of C6H10N4 as an isolated structure, from OMol25.

Its HOMO energy is -10.04 eV. The LUMO energy is 0.01 eV.

Last column: Mulliken charge in e.
Element x y z (Å)
N1 3.93299 -1.72603 -0.50118  -0.344
H1 -1.53641 1.04483 0.56927  0.290
H2 2.39143 0.88868 -1.21610  0.525
C1 1.53129 0.94053 0.60413  -0.265
H3 1.65146 0.53866 1.70031  0.273
H4 -0.78181 -0.18529 1.56570  0.273
H5 -1.26145 -2.24309 0.05503  0.246
N2 3.94584 1.57169 -0.03113  -0.411
C2 2.67900 0.81692 -0.23999  -0.281
H6 -1.66762 -1.23272 -1.33717  0.306
C3 -1.69054 -1.13316 -0.21451  -1.058
H7 0.22642 0.54041 -1.13805  0.378
N3 4.76452 0.62560 -0.05597  -0.312
N4 3.60311 -1.56506 0.65289  -0.246
C4 -0.94104 0.02363 0.44484  -0.320
C5 3.79160 -0.39004 -0.09473  0.844
H8 -2.82857 -1.04918 0.15435  0.281
H9 1.14125 2.00402 0.68296  0.315
H10 0.94814 -0.76409 -0.56760  0.381
C6 0.42589 0.14823 -0.16172  -0.876



Most stable pick: (1). Distance to second place: 13.5 kcal/mol.